Computed, not measured: a cluster of 12 separate species, C31H79F4N2O13S in total in a non-equilibrium geometry, with ωB97M-V with the def2-TZVPD basis set.

Structure (XYZ):
```
130
Properties=species:S:1:pos:R:3:lowdin_charge:R:1
C -2.14 -2.61 -2.16 -0.09
C -3.25 -1.51 -2.39 -0.25
C -2.78 -0.55 -3.57 -0.17
C -2.33 0.80 -2.88 -0.17
C -1.31 1.65 -3.75 -0.07
N 0.06 1.27 -3.28 -0.03
C 0.82 0.51 -4.16 0.12
C 2.01 0.30 -3.38 -0.20
F 3.06 -0.41 -3.75 0.16
N 1.87 0.94 -2.18 0.20
C 0.63 1.57 -2.10 -0.19
S -0.01 2.56 -0.72 0.83
O -1.44 2.46 -0.53 -0.23
O 0.30 3.97 -0.87 -0.25
C 0.76 2.00 0.90 -0.60
F 2.02 2.44 1.03 0.15
F 0.69 0.64 1.02 0.13
F 0.05 2.51 1.91 0.16
H -1.14 -2.09 -2.23 0.06
H -2.21 -3.33 -3.01 0.08
H -2.26 -3.14 -1.17 0.05
H -3.31 -0.95 -1.42 0.10
H -4.26 -1.93 -2.57 0.10
H -1.96 -1.08 -4.10 0.10
H -3.65 -0.29 -4.22 0.11
H -3.21 1.41 -2.57 0.10
H -1.82 0.49 -1.92 0.09
H -1.40 1.38 -4.84 0.12
H -1.51 2.74 -3.62 0.15
H 0.55 0.18 -5.18 0.17
H 2.58 0.93 -1.45 0.20
C -1.12 -5.70 1.52 -0.08
C -1.72 -4.33 1.27 -0.31
O -3.14 -4.44 1.09 -0.10
H -1.33 -6.37 0.69 0.07
H -0.04 -5.63 1.65 0.08
H -1.55 -6.15 2.42 0.08
H -1.31 -3.89 0.36 0.08
H -1.52 -3.65 2.10 0.11
H -3.50 -4.81 1.90 0.08
C -1.17 2.85 -8.94 -0.09
C -1.02 3.60 -7.63 -0.30
O -0.40 2.77 -6.64 -0.12
H -1.77 1.95 -8.80 0.08
H -1.64 3.48 -9.69 0.08
H -0.19 2.53 -9.31 0.08
H -2.00 3.90 -7.25 0.12
H -0.41 4.50 -7.76 0.11
H 0.46 2.52 -6.98 0.08
C -1.02 0.87 4.29 -0.10
C -0.87 1.62 5.59 -0.31
O -0.26 0.80 6.58 -0.09
H -1.62 -0.04 4.43 0.08
H -1.50 1.49 3.53 0.06
H -0.04 0.55 3.91 0.06
H -1.85 1.92 5.97 0.11
H -0.27 2.52 5.46 0.11
H 0.61 0.54 6.24 0.05
C 4.16 -0.02 8.90 -0.08
C 3.69 0.39 7.52 -0.30
O 2.40 -0.16 7.25 -0.10
H 4.21 -1.11 8.98 0.04
H 5.14 0.39 9.12 0.08
H 3.46 0.33 9.67 0.08
H 4.38 0.03 6.76 0.11
H 3.63 1.48 7.44 0.11
H 1.79 0.17 7.92 0.08
C -7.45 2.74 -3.62 -0.08
C -6.49 1.86 -2.85 -0.33
O -5.27 2.55 -2.61 -0.09
H -7.02 3.05 -4.57 0.08
H -8.39 2.21 -3.82 0.08
H -7.68 3.65 -3.06 0.08
H -6.25 0.96 -3.43 0.11
H -6.92 1.55 -1.90 0.10
H -5.48 3.34 -2.09 0.09
C 3.81 -5.16 9.68 -0.09
C 4.45 -3.79 9.72 -0.33
O 4.83 -3.38 8.41 -0.10
H 4.49 -5.90 9.25 0.08
H 3.52 -5.49 10.68 0.08
H 2.92 -5.15 9.04 0.07
H 5.35 -3.81 10.33 0.12
H 3.76 -3.05 10.13 0.10
H 4.03 -3.36 7.87 0.08
C -5.97 -7.07 -0.86 -0.09
C -5.01 -7.95 -0.08 -0.31
O -3.80 -7.25 0.18 -0.10
H -5.52 -6.76 -1.80 0.08
H -6.90 -7.60 -1.07 0.07
H -6.20 -6.16 -0.30 0.06
H -4.76 -8.84 -0.65 0.11
H -5.45 -8.26 0.87 0.11
H -4.01 -6.46 0.69 0.04
C 6.22 1.18 -3.75 -0.09
C 7.04 0.27 -4.64 -0.32
O 8.27 0.89 -4.98 -0.07
H 6.01 2.13 -4.25 0.08
H 5.27 0.71 -3.48 0.04
H 6.76 1.42 -2.83 0.05
H 6.50 0.05 -5.56 0.11
H 7.26 -0.68 -4.13 0.11
H 8.74 1.07 -4.16 0.08
C -6.86 -2.52 0.04 -0.08
C -6.20 -1.16 0.11 -0.30
O -5.79 -0.74 -1.18 -0.12
H -6.17 -3.26 -0.37 0.07
H -7.18 -2.86 1.03 0.08
H -7.73 -2.50 -0.61 0.08
H -5.32 -1.19 0.75 0.11
H -6.90 -0.42 0.52 0.11
H -6.57 -0.70 -1.74 0.07
C 0.07 7.74 -0.01 -0.09
C 1.39 7.85 -0.75 -0.32
O 2.26 6.79 -0.38 -0.09
H 0.23 7.76 1.07 0.08
H -0.61 8.55 -0.29 0.08
H -0.42 6.79 -0.25 0.06
H 1.88 8.79 -0.50 0.11
H 1.23 7.82 -1.83 0.11
H 1.82 5.96 -0.61 0.04
C 9.78 2.14 0.32 -0.09
C 8.58 1.94 -0.59 -0.33
O 8.64 0.67 -1.22 -0.10
H 10.71 2.06 -0.24 0.08
H 9.75 3.12 0.80 0.08
H 9.81 1.37 1.10 0.07
H 8.57 2.70 -1.37 0.11
H 7.65 2.02 -0.02 0.11
H 8.64 0.00 -0.52 0.08
```

Calculated values
multiplicity = 1
charge = +1
gap between HOMO and LUMO = 7.217 eV
lowest unoccupied orbital energy = -4.287 eV